No. 1
Molecular formula: C5H8N2
Method: DFT, ωB97M-V/def2-TZVPD

XYZ file:
```
15
Properties=species:S:1:pos:R:3:nbo_charge:R:1
C 1.31789 -1.57255 -0.32064 -0.446
N 0.25386 -0.95002 1.18291 -0.405
C 0.27880 0.15472 1.85346 0.137
N -0.32162 1.23011 1.25055 -0.430
C -0.56093 0.80774 0.03384 0.220
C -1.22096 1.62995 -0.99176 -0.655
C -0.15826 -0.57591 -0.12562 -0.179
H 1.38548 -1.50756 -1.38541 0.189
H 2.21149 -1.21741 0.19634 0.227
H 1.08131 -2.61969 -0.05628 0.231
H 0.63067 0.16805 2.87144 0.190
H -1.72438 2.43571 -0.48133 0.238
H -0.42638 2.04174 -1.60363 0.229
H -1.93019 1.13090 -1.65650 0.221
H -0.81680 -1.15579 -0.76737 0.236
```

Calculated values
**Highest occupied orbital energy**: -8.87 eV
**Energy above the lowest of the compared OMol25 structures with the same formula, charge and spin**: 300.2 kJ/mol
**Gap between HOMO and LUMO**: 9.43 eV

No. 2
Molecular formula: C5H10O2
Method: DFT, ωB97M-V/def2-TZVPD

XYZ file:
```
17
Properties=species:S:1:pos:R:3:nbo_charge:R:1
C -1.22013 1.89169 -0.02433 -0.618
C -0.71444 0.45285 0.00923 -0.027
O 0.21351 0.26966 -1.07863 -0.547
C 0.51218 -1.12360 -1.14022 -0.098
C 0.79339 -1.70455 0.24674 -0.539
C -0.01411 0.11293 1.31128 0.137
O 1.13854 0.78136 1.46169 -0.666
H -1.71857 2.08443 -0.98031 0.224
H -0.39335 2.60365 0.08336 0.210
H -1.93247 2.06821 0.78930 0.226
H -1.55959 -0.24364 -0.12262 0.180
H 1.37823 -1.22250 -1.80834 0.205
H -0.33583 -1.65674 -1.60197 0.169
H 0.46385 -2.74790 0.35392 0.224
H 1.82988 -1.58627 0.57693 0.213
H 0.14238 -1.13796 1.32360 0.244
H 1.41654 1.15838 0.60037 0.464
```

Calculated values
**Highest occupied orbital energy**: -8.14 eV
**Energy above the lowest of the compared OMol25 structures with the same formula, charge and spin**: 462.3 kJ/mol
**Gap between HOMO and LUMO**: 9.00 eV

No. 3
Molecular formula: C17H16Br3N3O2
Method: DFT, ωB97M-V/def2-TZVPD

XYZ file:
```
41
Properties=species:S:1:pos:R:3:nbo_charge:R:1
C 4.60044 -0.10494 2.50641 -0.414
Br 6.47336 0.13118 3.24865 0.079
Br 4.20569 -2.04276 2.26835 0.064
Br 4.27175 0.81377 0.70331 0.053
H 3.83581 0.22237 3.21091 0.217
C -1.56914 1.94137 7.29752 -0.186
C -1.14656 2.21487 5.97078 -0.195
C -0.28233 3.30886 5.73316 -0.197
C 0.21872 4.04962 6.78418 0.037
C -0.31701 3.87108 8.07871 -0.197
C -1.18942 2.80827 8.27399 -0.212
N 1.42973 4.86727 6.65281 0.529
O 2.28758 4.56476 5.76153 -0.414
O 1.49029 5.73160 7.43506 -0.320
H -2.28477 1.16150 7.51219 0.221
H -1.42992 1.50398 5.20871 0.224
H 0.10769 3.50257 4.74484 0.243
H -0.13478 4.34832 9.03025 0.249
H -1.57415 2.52543 9.24269 0.217
N 0.94917 -0.51907 -7.41238 -0.412
C 0.53476 -1.31478 -8.50378 0.010
C 1.22870 -2.47667 -8.92035 -0.250
C 2.53571 -2.67099 -8.41452 -0.183
C 3.00840 -1.76752 -7.46643 -0.250
C 2.19960 -0.69559 -6.95131 0.032
H -0.51732 -1.18708 -8.71166 0.199
H 0.72974 -3.18488 -9.56523 0.221
H 3.12322 -3.51667 -8.74018 0.219
H 4.05813 -1.81656 -7.21727 0.214
H 2.58627 -0.04148 -6.18383 0.199
N -2.97281 -3.43473 -1.05024 -0.425
C -4.17269 -3.75110 -1.58627 0.021
C -4.73252 -2.76017 -2.36694 -0.244
C -4.03541 -1.59067 -2.69139 -0.186
C -2.78122 -1.32393 -2.13150 -0.240
C -2.26451 -2.35799 -1.32876 0.029
H -4.61006 -4.68254 -1.25833 0.207
H -5.75367 -2.86234 -2.70343 0.211
H -4.34713 -0.98069 -3.52634 0.218
H -2.33144 -0.34924 -2.25011 0.221
H -1.42771 -2.13431 -0.68368 0.189
```

Calculated values
**Highest occupied orbital energy**: -9.25 eV
**Energy above the lowest of the compared OMol25 structures with the same formula, charge and spin**: 70.5 kJ/mol
**Gap between HOMO and LUMO**: 8.59 eV
**SMILES**: O=[N+]([O-])c1ccccc1.BrC(Br)Br.c1ccncc1.c1ccncc1

No. 4
Molecular formula: C27H35IN4P2Ru
Method: DFT, ωB97M-V/def2-TZVPD

XYZ file:
```
70
Properties=species:S:1:pos:R:3:nbo_charge:R:1
Ru -0.20827 1.07180 -3.35680 0.223
C -1.78987 1.33805 -6.63603 -0.210
C -1.49692 0.02513 -6.54998 -0.202
C -0.28678 -0.62934 -7.15589 -0.427
C 1.03969 0.15559 -7.03845 -0.485
C 1.26020 0.83012 -5.73619 -0.130
C 0.76901 2.04642 -5.32760 -0.262
C 0.05077 3.01951 -6.23462 -0.455
C -0.94330 2.39453 -7.25692 -0.441
C 0.63819 0.47689 -1.28119 -0.975
H -2.78092 1.70216 -6.34662 0.226
H -2.27915 -0.68036 -6.23504 0.223
H -0.46612 -0.85071 -8.23080 0.255
H -0.15830 -1.61184 -6.67260 0.191
H 1.85660 -0.58368 -7.12244 0.225
H 1.13154 0.84781 -7.88707 0.248
H 2.14268 0.43590 -5.23857 0.229
H 1.14465 2.55081 -4.41131 0.237
H 0.80714 3.59941 -6.79712 0.259
H -0.49983 3.75311 -5.62653 0.223
H -1.59728 3.21131 -7.59535 0.246
H -0.40068 2.03111 -8.14236 0.221
H -0.29377 1.12159 -1.14217 0.312
H 1.47159 1.07048 -0.86104 0.251
H 0.39578 -0.41019 -0.69346 0.251
P 1.41936 -0.59522 -2.86162 1.630
P -1.67793 -0.64626 -3.11084 1.528
N 2.90100 0.45965 -3.19302 -0.674
N 2.36349 -1.66556 -1.71390 -0.730
N -2.81502 0.27108 -4.09251 -0.764
N -2.80379 -1.40417 -2.06726 -0.712
C 0.70181 -1.91639 -3.99606 -0.733
C -0.84069 -2.01744 -3.96652 -0.820
C 2.76939 1.83326 -2.99378 -0.086
C 3.93422 2.46597 -3.39382 -0.245
C 4.81822 1.45208 -3.86689 -0.245
C 4.16636 0.22391 -3.75549 -0.103
C 3.39247 -1.11923 -0.92412 0.210
C 4.18645 -2.14855 -0.45433 -0.204
C 3.64817 -3.37736 -0.96251 -0.184
C 2.53188 -3.05426 -1.73188 0.193
C -2.12270 1.55089 -3.92951 -0.244
C -3.12266 2.49914 -3.31758 -0.298
C -4.38578 1.80860 -3.51627 -0.289
C -4.16648 0.49938 -3.77114 0.030
C -3.92885 -2.16534 -2.43194 -0.077
C -4.42699 -2.76118 -1.30013 -0.246
C -3.54980 -2.42898 -0.20915 -0.258
C -2.56382 -1.60319 -0.70111 -0.066
H 1.12434 -2.87648 -3.69102 0.231
H 1.12141 -1.70909 -5.00894 0.285
H -1.22479 -2.06635 -4.98060 0.286
H -1.17835 -2.90725 -3.41902 0.274
H 1.81630 2.25143 -2.65500 0.215
H 4.13385 3.52786 -3.30260 0.259
H 5.82807 1.62108 -4.21668 0.260
H 4.50938 -0.78574 -3.96940 0.233
H 3.43615 -0.04863 -0.76118 0.266
H 5.04945 -2.03809 0.18730 0.280
H 4.02594 -4.37157 -0.76237 0.280
H 1.82618 -3.71309 -2.22897 0.250
H -1.68504 1.85938 -4.90936 0.287
H -2.98977 3.51179 -3.69441 0.254
H -5.36168 2.27476 -3.41323 0.259
H -4.92085 -0.28273 -3.83561 0.242
H -4.27743 -2.19184 -3.46288 0.222
H -5.32856 -3.35647 -1.23577 0.253
H -3.63459 -2.76253 0.81365 0.248
H -1.69313 -1.12970 -0.25866 0.208
I -2.55733 2.73633 -1.13530 0.061
```

Calculated values
**⟨S²⟩**: 6.03
**Highest occupied orbital energy (spin up / spin down)**: -12.14 / -13.17 eV
**Energy above the lowest of the compared OMol25 structures with the same formula, charge and spin**: 450.9 kJ/mol
**2S+1**: 5
**Gap between HOMO and LUMO (spin up / spin down)**: 5.98 / 3.31 eV
**Total charge**: +2

No. 5
Molecular formula: O4RbS
Method: DFT, ωB97M-V/def2-TZVPD

XYZ file:
```
6
Properties=species:S:1:pos:R:3:nbo_charge:R:1
Rb -2.06485 0.67198 2.01204 0.993
S 0.38299 -0.15215 -0.43847 2.522
O -0.92814 -0.62300 0.00410 -1.104
O 1.46162 -1.11257 -0.07770 -0.688
O 0.45376 0.18124 -1.86501 -0.852
O 0.69463 1.03448 0.36506 -0.871
```

Calculated values
**⟨S²⟩**: 0.76
**Highest occupied orbital energy (spin up / spin down)**: -9.74 / -9.45 eV
**Energy above the lowest of the compared OMol25 structures with the same formula, charge and spin**: 2.4 kJ/mol
**2S+1**: 2
**Gap between HOMO and LUMO (spin up / spin down)**: 8.68 / 7.05 eV